Entry from the Open Molecules 2025 dataset: a single C17H20N2O6 molecule at a distorted geometry (ωB97M-V/def2-TZVPD).

Results
energy above the lowest of the compared OMol25 structures with the same formula, charge and spin: 0.0 kcal/mol
calculated total energy: -1220.805809 hartree
Kohn-Sham gap: 8.43 eV
net charge: 0
structure (SMILES): COc1ccc2oc(C(=O)OCC(=O)NC(=O)NC(C)C)c(C)c2c1

```
45
Properties=species:S:1:pos:R:3:forces:R:3:nbo_charge:R:1
O -1.213 -1.348 3.211 0.2 0.0 0.1 -0.579
O -1.389 -0.443 0.025 0.3 0.1 0.0 -0.644
O 1.909 0.825 0.438 -0.1 0.2 0.4 -0.389
O -5.550 -0.363 2.438 -0.4 -0.1 0.2 -0.623
O -0.430 0.835 1.604 0.3 0.0 -0.1 -0.459
O 5.914 -0.426 -3.048 -0.2 -0.1 0.0 -0.493
N -4.125 0.046 0.714 0.1 0.0 -0.4 -0.648
N -3.351 -0.934 2.664 -0.5 -0.4 0.3 -0.671
C 4.277 1.145 -0.129 -0.4 0.0 0.2 -0.216
C -4.451 -0.381 1.940 0.5 0.0 0.1 0.793
C 1.332 -0.562 -1.270 -0.5 0.4 0.7 0.006
C -5.316 -0.398 -1.363 -0.1 0.1 0.3 -0.610
C 4.986 -0.054 -2.123 -0.3 -0.1 0.0 0.288
C 7.232 0.051 -2.926 0.2 0.1 0.0 -0.253
C 0.905 0.105 -0.145 0.5 -0.5 -0.9 0.135
C -1.653 0.830 2.322 -0.2 -0.1 0.1 -0.183
C 3.007 0.624 -0.317 0.3 -0.5 -0.9 0.267
C -5.098 0.587 -0.217 -0.1 0.2 -0.1 -0.053
C -2.034 -0.598 2.743 0.1 0.4 -0.3 0.665
C 2.717 -0.232 -1.400 0.3 0.5 0.6 -0.049
C 0.551 -1.444 -2.170 -0.1 0.0 0.0 -0.653
C -0.407 0.119 0.479 -0.3 0.1 0.1 0.778
C -4.602 1.936 -0.732 -0.2 -0.2 0.2 -0.610
C 5.256 0.798 -1.038 0.1 -0.1 -0.2 -0.283
C 3.713 -0.573 -2.309 0.1 0.1 0.1 -0.247
H -5.320 2.357 -1.429 0.0 0.1 -0.1 0.214
H -3.208 -0.185 0.336 -0.1 0.0 0.2 0.438
H -6.049 -0.005 -2.062 -0.1 0.0 -0.1 0.212
H 1.055 -2.403 -2.276 0.0 -0.1 0.0 0.226
H 7.777 -0.382 -3.763 0.0 0.1 0.1 0.203
H -5.677 -1.348 -0.978 0.0 -0.1 0.0 0.218
H 0.479 -0.994 -3.160 0.0 0.0 -0.1 0.226
H -4.471 2.634 0.092 0.0 0.1 0.1 0.212
H -4.380 -0.567 -1.892 0.1 0.0 -0.1 0.203
H 4.492 1.797 0.702 0.1 0.1 0.1 0.229
H -1.446 1.394 3.235 -0.1 -0.1 -0.1 0.231
H -0.447 -1.599 -1.773 0.0 -0.1 -0.1 0.253
H 7.275 1.142 -2.994 0.0 0.0 0.0 0.175
H -2.443 1.322 1.750 0.2 0.0 0.1 0.211
H 7.695 -0.276 -1.989 0.0 0.0 0.0 0.176
H -3.650 1.813 -1.244 0.1 0.0 -0.1 0.203
H -6.028 0.717 0.346 0.2 0.0 -0.1 0.228
H -3.603 -1.747 3.214 0.0 0.2 0.0 0.424
H 3.521 -1.225 -3.145 0.0 -0.1 -0.1 0.226
H 6.247 1.197 -0.900 0.1 0.0 0.0 0.223
```
Positions in Å, forces in eV/Å.